1.
19
Properties=species:S:1:pos:R:3:forces:R:3 method="wB97M-V/def2-TZVPD" total_energy_ha=-348.1428 e_above_lowest_kj_mol=162.8 homo_lumo_gap_ev=10.822 smiles=COC[C@@H](C)CO max_force_ev_per_a=1.894
C -1.8391 0.1919 2.1806 0.9 1.0 -0.1
O -0.5642 0.1633 1.4394 -1.2 -1.4 -0.3
C -0.6800 0.2659 0.0016 0.5 0.2 0.3
C 0.4195 -0.4451 -0.7985 0.1 0.1 0.2
C 0.3774 0.0991 -2.2348 0.0 0.1 0.0
C 1.7927 -0.1947 -0.1805 0.1 0.1 -0.4
O 2.0094 -0.8863 1.0253 -0.1 -0.1 0.2
H -2.5922 0.7054 1.5237 0.6 0.0 1.0
H -2.3577 -0.7604 2.5195 1.3 0.6 -0.6
H -1.4567 0.7833 3.0696 -1.4 -0.6 -0.8
H -1.6166 -0.1124 -0.3726 -0.7 -0.1 0.1
H -0.6073 1.3390 -0.2008 -0.1 0.0 -0.3
H 0.2575 -1.5347 -0.8207 -0.1 0.3 0.1
H 1.1374 -0.3732 -2.8679 -0.1 0.0 0.2
H 0.5723 1.1792 -2.2332 0.0 -0.2 0.0
H -0.5985 -0.0590 -2.7092 0.1 0.0 0.1
H 2.5628 -0.5440 -0.8752 0.0 0.0 0.1
H 1.9370 0.8956 -0.0634 0.0 -0.2 0.1
H 1.2463 -0.7129 1.5971 0.1 0.0 -0.1

=====

2.
8
Properties=species:S:1:pos:R:3:forces:R:3 method="wB97M-V/def2-TZVPD" total_energy_ha=-1501.8028 e_above_lowest_kj_mol=33.4 homo_lumo_gap_ev=10.466 smiles=[SiH3][SiH](Cl)Cl max_force_ev_per_a=3.247
Si -1.1124 0.0191 -0.4419 -2.0 -1.4 0.0
Si 0.8471 0.3553 0.5645 2.0 -2.5 -0.6
Cl 1.9222 1.6891 -0.4719 0.6 0.7 -0.3
Cl 1.9292 -1.7178 0.1484 -1.3 2.3 0.6
H -1.9206 -0.6406 0.6730 0.2 0.5 -0.5
H -1.9705 0.9930 -1.2132 0.7 -0.1 0.4
H -0.7302 -1.1729 -1.2416 -0.1 0.3 -0.3
H 1.0352 0.4750 1.9827 0.0 0.2 0.6

=====

3.
10
Properties=species:S:1:pos:R:3:forces:R:3 method="wB97M-V/def2-TZVPD" total_energy_ha=-742.2568 e_above_lowest_kj_mol=97.2 homo_lumo_gap_ev=8.968 smiles="FC=C(F)F.O=[SiH2]" max_force_ev_per_a=1.929
F -0.3409 -1.5427 0.4276 0.2 0.4 -0.6
C 0.0607 -0.8836 -0.7011 0.1 -0.4 -0.7
C 0.7609 -1.5794 -1.6249 -0.6 -0.7 1.2
F 1.1110 -2.8984 -1.5803 -0.6 1.8 0.5
F 1.1825 -1.0748 -2.7500 0.1 0.4 -0.4
H -0.3271 0.1746 -0.7960 0.7 -1.4 0.1
O -1.2035 1.9824 0.4293 -1.0 0.0 -1.6
Si -0.6793 1.9025 1.8263 0.8 0.4 0.2
H -0.9838 2.9561 2.7953 0.0 -0.2 0.5
H 0.4195 0.9632 1.9738 0.2 -0.3 0.8

=====

4.
14
Properties=species:S:1:pos:R:3:forces:R:3 method="wB97M-V/def2-TZVPD" total_energy_ha=-307.5968 e_above_lowest_kj_mol=303.5 homo_lumo_gap_ev=11.211 smiles=C[C@@H](O)[C@H]1CO1 max_force_ev_per_a=2.889
C -1.1778 0.1491 -1.2415 0.1 0.1 0.0
C -0.6267 -0.4299 0.0665 0.2 0.3 0.1
O -0.9785 -1.7963 0.1352 0.2 -0.3 0.0
C 0.8569 -0.1545 0.2670 0.6 -0.6 2.0
C 1.3157 1.1006 0.8361 0.1 0.6 0.1
O 1.3735 0.0111 1.7115 -1.1 0.5 0.7
H -0.6369 -0.2504 -2.1061 -0.1 0.0 0.1
H -2.2313 -0.1392 -1.3398 0.3 0.1 0.1
H -1.1112 1.2425 -1.2580 0.0 -0.2 0.0
H -1.1304 0.0543 0.9171 0.2 0.1 -0.1
H -0.1765 -2.3207 0.0915 0.0 -0.2 0.0
H 1.7306 -0.8022 0.2469 -0.5 -0.7 -2.7
H 0.5482 1.7850 1.1794 0.0 0.4 -0.4
H 2.2444 1.5507 0.4942 0.0 0.0 0.2